No. 1
Computed, not measured: one molecule with the formula C2H2N6 in a non-equilibrium geometry, with ωB97M-V/def2-TZVPD.

Values from the calculation:
Structure (SMILES): [H]/N=c1\nncnnn1
Energy in a.u.: -405.7011
ΔE to the lowest compared entry with this formula, charge and spin in kcal per mole: 97.2
Kohn-Sham gap in eV: 8.38
Lowest unoccupied orbital energy in eV: -1.9

XYZ file:
```
10
Properties=species:S:1:pos:R:3:mulliken_charge:R:1
H 1.17 -0.33 -2.42 0.315
N 0.64 -1.21 0.97 -0.250
N -0.85 -0.30 -1.45 -0.223
N 1.07 -1.18 -0.30 -0.032
N -0.14 2.00 0.77 -0.574
N -1.19 0.43 -0.43 -0.142
N 0.15 -0.23 1.58 -0.124
H -0.91 2.54 0.07 0.313
C 0.57 -0.52 -1.45 0.133
C -0.23 0.71 0.52 0.585
```

***

No. 2
Computed, not measured: C24H33CoN8 as an isolated structure, with ωB97M-V/def2-TZVPD.

Values from the calculation:
Spin multiplicity: 4
Energy in a.u.: -2754.9440
Kohn-Sham gap (alpha / beta) in eV: 7.68 / 7.73
<S²>: 3.759
Lowest unoccupied orbital energy (alpha / beta) in eV: -3.0 / -3.2
Total charge: +1

XYZ file:
```
66
Properties=species:S:1:pos:R:3:mulliken_charge:R:1
N -2.26 2.88 -1.67 0.067
H -1.87 1.61 -4.23 0.319
C 1.05 -2.10 4.31 -0.635
H -2.03 -0.69 -0.05 0.274
H -1.35 3.14 0.97 0.528
Co 0.65 0.08 -0.10 0.051
H -0.63 -3.92 -2.47 0.454
N -0.47 2.15 -2.73 0.075
N 0.09 -1.64 -1.17 1.485
C -3.76 -3.31 -1.30 -0.501
H 1.49 1.56 -2.33 0.276
C -3.51 -2.13 -0.61 -0.892
N -0.50 1.77 -0.43 -0.003
C 4.58 -1.62 -2.33 -0.573
C -1.09 2.08 0.88 -0.992
H 0.46 0.26 -2.97 0.219
H 0.11 -2.61 4.56 0.310
H -2.91 -4.87 -2.51 0.407
H 5.40 -2.07 -2.89 0.399
H 1.24 -3.40 2.09 0.392
N 1.00 -1.56 2.96 0.078
H -0.23 -2.56 1.56 0.314
C 0.82 -2.43 1.83 -0.953
H 1.74 1.51 5.59 0.448
C -0.10 1.80 1.99 -0.818
C 0.69 1.33 -3.02 -0.851
H 0.66 -0.84 6.06 0.362
H 3.11 -3.06 -2.96 0.469
H 0.30 2.21 4.86 0.276
H -3.38 2.93 0.13 0.371
N 0.83 0.23 4.25 0.073
C -2.72 -3.96 -1.97 -0.580
C -2.23 -1.60 -0.59 0.221
C 1.18 1.59 4.66 -1.036
H -2.60 4.48 -0.30 0.373
H 1.86 -2.81 4.41 0.377
C 4.80 -0.49 -1.55 -0.717
H 2.30 -0.71 5.42 0.421
C -1.40 2.50 -3.80 -0.670
H 1.39 -2.06 0.97 0.233
H -1.99 1.49 1.05 0.206
C 2.47 -0.42 -0.85 -0.277
C 3.77 0.09 -0.82 -0.150
C -1.05 2.26 -1.51 0.295
H -4.32 -1.63 -0.09 0.430
H -0.88 3.04 -4.59 0.356
H 3.99 0.96 -0.22 0.453
H 1.02 1.57 -4.03 0.388
C -1.44 -3.43 -1.95 -0.524
C -3.08 3.58 -0.69 -1.073
N 1.02 -2.21 -1.76 -0.825
C -1.21 -2.25 -1.26 -0.312
C 3.32 -2.18 -2.38 -0.628
H 1.82 2.08 3.93 0.357
H -4.76 -3.73 -1.33 0.407
C 1.25 -0.84 5.15 -0.744
N 0.38 0.42 1.89 0.157
H 0.72 2.52 1.94 0.243
C -2.39 3.37 -3.05 -0.699
H 5.80 -0.06 -1.51 0.408
H -2.14 4.43 -3.11 0.361
H -0.64 1.97 2.93 0.528
H -3.41 3.23 -3.39 0.413
H -3.99 3.89 -1.20 0.347
C 2.30 -1.56 -1.65 0.548
C 0.73 -0.23 2.97 0.281
```

***

No. 3
Computed, not measured: one molecule with the formula C4H6S in a non-equilibrium geometry, with ωB97M-V/def2-TZVPD.

Values from the calculation:
Energy in a.u.: -554.0476
ΔE to the lowest compared entry with this formula, charge and spin in kcal per mole: 78.2
Kohn-Sham gap in eV: 8.26
Lowest unoccupied orbital energy in eV: 0.0

XYZ file:
```
11
Properties=species:S:1:pos:R:3:mulliken_charge:R:1
S 0.00 -0.41 -1.53 -0.153
H -0.52 2.43 0.83 0.257
H 2.01 -1.72 -0.77 0.298
C 0.91 -1.59 -0.60 -0.474
H -0.83 2.56 -0.99 0.266
C -0.64 1.92 -0.12 -0.700
C -0.13 -0.37 0.98 -0.876
H 0.29 -2.48 -0.51 0.255
H 0.31 -0.13 1.85 0.368
C -0.28 0.64 -0.12 0.503
H -1.12 -0.86 0.98 0.258
```

***

No. 4
Computed, not measured: a 15-piece molecular cluster, H30O15 overall in a non-equilibrium geometry, with ωB97M-V/def2-TZVPD.

Values from the calculation:
Energy in a.u.: -1146.5595
ΔE to the lowest compared entry with this formula, charge and spin in kcal per mole: 50.6
Kohn-Sham gap in eV: 9.73
Lowest unoccupied orbital energy in eV: -0.5

XYZ file:
```
45
Properties=species:S:1:pos:R:3:mulliken_charge:R:1
H -2.42 -1.73 1.16 0.267
O 3.36 -0.95 1.10 -0.608
O 1.27 -1.74 -1.69 -0.753
H 1.08 -0.65 -3.11 0.444
H -0.39 3.74 -0.41 0.288
H 2.93 2.32 0.74 0.300
H 3.93 -0.19 1.24 0.284
H 0.07 -3.89 0.96 0.273
H -0.68 -0.35 -2.97 0.211
H -2.67 1.96 -1.36 0.334
H 2.45 -0.67 1.05 0.259
H -1.39 0.91 -3.10 0.334
O 1.02 -1.46 2.98 -0.580
H -3.38 3.27 -1.03 0.288
H -0.52 0.18 -0.91 0.284
H 0.40 -2.13 -1.68 0.546
H -2.05 1.66 2.06 0.354
H -0.91 0.66 3.76 0.282
H -2.80 2.92 1.89 0.305
O -0.58 0.88 2.89 -0.743
O 0.86 -3.34 0.77 -0.584
H 0.05 1.53 3.19 0.305
O -1.42 0.09 -2.58 -0.701
O 0.07 0.21 -0.18 0.311
H 0.63 0.04 -4.34 0.345
O -2.85 2.00 1.68 -0.557
O 1.98 2.52 0.77 -0.670
O 1.16 0.22 -3.54 -0.823
H -0.31 2.24 -0.21 0.141
H 0.78 -2.56 1.34 0.274
O -3.49 2.41 -1.45 -0.645
O -1.51 -2.00 1.37 -0.572
O -0.46 2.89 -0.85 -0.588
H 1.63 1.82 0.20 0.261
H -1.64 -2.51 2.16 0.236
H 1.09 -0.94 -1.16 0.149
H -2.07 -2.75 -1.52 0.309
O -1.15 -2.82 -1.27 -0.607
H 1.02 -1.88 3.82 0.253
O 2.60 0.76 -1.36 -0.581
H 2.08 0.69 -2.15 0.402
H 3.36 0.11 -1.43 0.302
H -1.17 -2.59 -0.39 0.315
H -0.28 -0.10 0.67 -0.020
H 0.27 -0.83 2.90 0.377
```